[1]
11 unconnected molecules or ions with the total composition C34H58N11O11. Source: the Open Molecules 2025 dataset; level of theory: ωB97M-V/def2-TZVPD.

Results
Energy above the lowest of the compared OMol25 structures with the same formula, charge and spin in kcal/mol: 104.77
Net charge: +1
Highest occupied orbital energy in eV: -9.439
Kohn-Sham gap in eV: 3.925
2S+1: 1
Energy in Eh: -2758.7281

Geometry as XYZ:
```
114
C34H58N11O11 | the Open Molecules 2025 dataset | ωB97M-V/def2-TZVPD
C 0.48900 61.47400 14.36400
C -0.05200 60.12700 13.86500
C 0.42500 59.97000 12.37300
C 0.29100 58.58000 11.83900
C 1.23700 57.62200 12.75700
C 0.85400 57.73600 14.30000
N 0.43900 59.05200 14.71800
O 0.29500 59.15800 16.00400
C 2.02900 57.17400 15.11600
C -0.34200 56.74400 14.61400
C -1.65100 60.13500 13.99700
H 0.36800 62.44700 13.74800
H 1.57400 61.35700 14.67300
H 0.12400 61.47700 15.35300
H 1.38900 60.18500 12.37000
H -0.22700 60.85800 12.00800
H 0.64400 58.41900 10.81800
H -0.76800 58.23700 11.68600
H 2.12100 57.85400 12.53400
H 1.26500 56.73700 12.33900
H 2.87700 57.82000 15.03100
H 2.40100 56.06100 14.84600
H 2.04000 57.13600 16.18200
H -0.23900 55.77000 14.48600
H -1.25300 56.72000 14.01300
H -0.99400 56.91700 15.48700
H -1.90400 59.27100 13.60000
H -2.22000 60.78900 13.27100
H -1.73900 60.04800 15.15700
N 0.91700 67.44400 11.47300
C 2.36300 67.59700 11.37000
C 2.95700 66.46600 12.06800
C 1.76600 65.48100 12.47100
C 0.60500 66.24100 12.08900
H 0.25200 68.24000 10.94800
H 2.78100 68.47800 10.86300
H 3.99400 66.35600 12.15800
H 1.72100 64.50600 12.97700
H -0.45200 65.77200 12.17700
N 2.16900 53.08000 13.29300
C 2.14600 54.10400 12.20500
C 3.48300 54.85600 12.31800
C 4.22400 54.12100 13.42300
C 3.28700 53.12200 14.00100
H 1.23000 52.77600 13.60900
H 1.38100 54.39600 11.42400
H 3.54400 55.86600 11.74400
H 5.36700 54.56500 13.56400
H 3.43100 52.37000 14.64000
N 3.70200 56.15300 20.07200
C 4.00200 56.79500 18.89500
C 3.92300 55.85400 17.71200
C 3.46600 54.48800 18.40300
C 3.36900 54.85800 19.88600
H 3.60100 56.57300 20.93300
H 4.45600 57.71400 18.94500
H 4.02300 55.97500 16.60100
H 3.32100 53.57400 17.74400
H 2.87700 54.16200 20.58400
N -1.59600 61.72300 8.01200
C -0.42800 61.38000 8.70700
C -0.43200 62.36700 9.95000
C -1.73200 63.14800 9.82000
C -2.41700 62.71300 8.50400
H -1.74700 61.32200 7.16900
H 0.12200 60.54200 8.48700
H 0.39000 62.46600 10.53400
H -1.85400 63.84800 10.38000
H -3.23900 62.97100 8.06600
N 1.00200 64.32300 19.38600
C 0.19000 64.12000 18.18900
C -0.22300 65.46800 17.80900
C 0.31400 66.44300 18.82400
C 0.90000 65.63200 19.91200
H 1.34800 63.43200 19.70100
H -0.07400 63.09400 17.70100
H -0.82500 65.53400 16.81900
H 0.17700 67.60800 19.05700
H 1.36900 65.77700 21.02400
C 4.79100 61.96500 10.52400
N 4.83000 62.09100 12.00600
O 3.74000 61.78200 12.55800
O 5.86000 62.36900 12.59600
H 5.73800 61.63400 10.16300
H 4.46800 63.11600 10.05600
H 4.00700 61.32800 10.08400
C -1.30000 56.12400 20.12500
N -1.49500 56.69100 18.76700
O -1.97500 57.83200 18.62500
O -0.89300 56.19200 17.72200
H -1.22900 55.02100 19.74400
H -2.15700 56.33700 20.76000
H -0.33300 56.48000 20.42800
C -5.18500 54.61600 11.51900
N -3.89100 55.13300 11.99400
O -3.65500 55.10400 13.24100
O -3.01100 55.12300 11.16000
H -5.16500 53.39200 11.70800
H -5.39500 54.95600 10.39000
H -5.95000 54.76700 12.27000
C 3.87200 56.81000 8.70100
N 2.81600 57.83900 9.01000
O 1.75500 57.58300 8.62300
O 3.11200 58.61800 9.93400
H 3.89600 56.10400 9.56300
H 4.80600 57.03900 8.84700
H 3.63000 56.28900 7.94100
C 4.95600 60.62100 15.35100
N 4.56800 60.13000 16.74800
O 5.39600 60.38000 17.60800
O 3.43600 59.80200 16.94700
H 4.97200 59.76900 14.81600
H 6.01700 60.98700 15.47700
H 4.26700 61.38300 15.08900
```

[2]
A molecular structure, C25H31F2N6S3SeV. Source: the Open Molecules 2025 dataset; level of theory: ωB97M-V/def2-TZVPD.

Results
Energy above the lowest of the compared OMol25 structures with the same formula, charge and spin in kcal/mol: 0.97
Net charge: -1
Highest occupied orbital energy (spin up / spin down) in eV: -3.624 / -3.602
Kohn-Sham gap (spin up / spin down) in eV: 6.209 / 6.176
2S+1: 2
Energy in Eh: -6039.6307

Geometry as XYZ:
```
69
C25H31F2N6S3SeV | the Open Molecules 2025 dataset | ωB97M-V/def2-TZVPD
V 2.71449 -0.02451 0.62578
C 6.94892 3.56689 0.27081
S 5.37077 3.73281 -0.58018
C 4.61554 2.19283 -0.17557
S 2.88887 2.11477 -0.42779
N 5.35092 1.22802 0.24399
N 4.60892 0.09836 0.54199
C 5.33873 -0.99205 0.86430
C 4.57854 -2.09994 1.16984
C 5.08827 -3.41625 1.37392
C 4.23632 -4.44199 1.60918
C 2.83441 -4.18100 1.64276
C 2.38562 -2.92374 1.41055
N 3.21228 -1.86362 1.15296
H 7.49047 4.49582 0.09262
H 7.52057 2.72748 -0.11558
H 6.78968 3.43367 1.33862
H 6.41805 -0.95242 0.84633
H 6.16044 -3.56025 1.32883
H 4.60514 -5.44805 1.76321
H 2.12595 -4.97203 1.84332
H 1.33006 -2.68850 1.41699
C -2.69716 3.52627 -3.48146
C -3.43194 2.22107 -3.20018
C -2.66171 0.98705 -3.66472
C -1.43138 0.67363 -2.81819
N -1.78785 0.21377 -1.48691
C -1.58274 0.89043 -0.32027
Se -0.90413 2.57884 -0.14318
N -1.98038 0.07064 0.68964
C -1.84471 0.34261 2.11418
C -3.17782 0.54371 2.82410
C -3.92709 1.82643 2.45787
C -4.64771 1.77910 1.11253
C -2.38292 -1.14803 0.17339
C -2.80068 -2.31536 0.78910
C -3.10469 -3.39146 -0.03482
C -2.98922 -3.30037 -1.42056
C -2.56355 -2.12965 -2.03514
C -2.26506 -1.05753 -1.21230
H -3.32502 4.38669 -3.24502
H -2.41788 3.59597 -4.53648
H -1.79422 3.60824 -2.87624
H -4.40651 2.23327 -3.69617
H -3.63167 2.13818 -2.12746
H -2.33510 1.12780 -4.70015
H -3.32161 0.11490 -3.66102
H -0.79769 1.55042 -2.68604
H -0.82925 -0.11170 -3.28243
H -1.21712 1.22776 2.20111
H -1.29161 -0.49082 2.55391
H -2.95671 0.54684 3.89471
H -3.83002 -0.31883 2.64733
H -3.22344 2.66338 2.46309
H -4.65980 2.02750 3.24472
H -3.94786 1.84328 0.27994
H -5.34225 2.61549 1.01429
H -5.22173 0.85418 1.00706
H -2.86652 -2.39447 1.86547
H -3.42679 -4.32360 0.41053
H -3.22360 -4.16303 -2.03035
H -2.45118 -2.06940 -3.10907
F 0.54871 -1.07795 -0.24425
C 1.70097 -0.77799 -1.03182
F 2.02012 -1.95481 -1.67033
H 1.35461 -0.09339 -1.81214
S 1.68069 0.83272 2.61414
C 1.47254 -0.51599 3.60892
N 1.30772 -1.41207 4.32379
```

[3]
A single FNO3S molecule. Source: the Open Molecules 2025 dataset; level of theory: ωB97M-V/def2-TZVPD.

Results
Energy above the lowest of the compared OMol25 structures with the same formula, charge and spin in kcal/mol: 126.87
Net charge: 0
Highest occupied orbital energy in eV: -9.706
Kohn-Sham gap in eV: 7.929
2S+1: 1
Energy in Eh: -778.2138

Geometry as XYZ:
```
6
FNO3S | the Open Molecules 2025 dataset | ωB97M-V/def2-TZVPD
N -0.11894 0.84139 -0.14381
O 0.63022 -0.22288 -0.65809
O -1.35385 0.60771 0.07705
O -1.85021 -0.51844 0.23101
F 2.47755 -0.19407 0.75980
S 1.49188 -1.28259 0.12178
```

[4]
2 unconnected molecules or ions with the total composition C6H17NP. Source: the Open Molecules 2025 dataset; level of theory: ωB97M-V/def2-TZVPD.

Results
Energy above the lowest of the compared OMol25 structures with the same formula, charge and spin in kcal/mol: 30.60
Net charge: +1
Highest occupied orbital energy in eV: -12.475
Kohn-Sham gap in eV: 8.350
2S+1: 1
Energy in Eh: -634.5857

Geometry as XYZ:
```
25
C6H17NP | the Open Molecules 2025 dataset | ωB97M-V/def2-TZVPD
C 0.45652 1.91092 -0.50300
C 1.27784 -2.55639 -0.21978
C 3.09829 -0.23458 -0.21875
C -3.62956 -0.35991 -0.45660
C 1.16321 1.16459 0.60517
C 0.88608 -1.16452 0.14864
N 1.72333 -0.17755 0.02428
P -2.84956 0.80760 0.75258
H -0.66091 2.06918 -0.34152
H 0.92364 2.89454 -0.72741
H 0.52480 1.40680 -1.44823
H 2.30180 -2.47152 -0.69701
H 1.13372 -3.01546 0.77326
H 0.59181 -3.09080 -0.98399
H 3.42633 0.76896 -0.18536
H 3.47219 -0.66212 0.58596
H 3.42617 -0.54394 -1.22098
H -3.03435 -1.25594 -0.69064
H -3.64129 0.34961 -1.31686
H -4.70768 -0.54121 -0.28436
H 0.45522 0.91772 1.41821
H 2.02381 1.75175 1.04373
H -0.10333 -0.93627 0.60191
H -3.35946 0.34463 1.98722
H -3.87311 1.80884 0.51099
```

[5]
2 unconnected molecules or ions with the total composition C4H12NO3. Source: the Open Molecules 2025 dataset; level of theory: ωB97M-V/def2-TZVPD.

Results
Energy above the lowest of the compared OMol25 structures with the same formula, charge and spin in kcal/mol: 44.18
Net charge: +1
Highest occupied orbital energy in eV: -14.163
Kohn-Sham gap in eV: 10.524
2S+1: 1
Energy in Eh: -439.8041

Geometry as XYZ:
```
20
C4H12NO3 | the Open Molecules 2025 dataset | ωB97M-V/def2-TZVPD
O -2.35071 -1.04377 0.24656
C -1.22177 -1.41698 0.25109
C -0.09691 -0.40222 -0.18231
C 0.60796 0.39596 0.89830
C 1.63350 1.31692 0.24789
O 1.29135 -0.65225 1.58409
N 0.89632 -1.15589 -1.03669
H -0.91622 -2.38566 0.69599
H -0.68118 0.26437 -0.80968
H -0.09657 0.86659 1.62156
H 1.85301 2.31706 0.79175
H 2.61601 0.81144 0.21515
H 1.38894 1.66886 -0.74100
H 2.08020 -0.33608 2.04512
H 1.27375 -0.56923 -1.77061
H 0.54455 -2.04836 -1.40364
H 1.67465 -1.43473 -0.40692
H -1.38105 2.47349 -2.34516
H -1.84012 2.66802 -0.85638
O -1.19009 2.25275 -1.42978
```